15
Properties=species:S:1:pos:R:3 method="wB97M-V/def2-TZVPD" relative_energy_ev=5.360 total_energy_ha=-378.944023 smiles="CC(C)(N)[N+](=O)[O-]" lumo_ev=0.2 orbital_gap_ev=10.4
C -0.67880 -1.25399 -0.49867
C 0.05530 0.01734 -0.04745
C -0.29467 1.32466 -0.62767
N -0.16742 0.26749 1.73937
N 1.52471 -0.09559 -0.22609
O 1.99894 -1.03465 -0.82661
O 2.18204 0.82284 0.25057
H -0.14093 -2.03083 0.15352
H -1.64569 -1.05367 -0.22937
H -0.71272 -1.45620 -1.53387
H -1.27557 1.46345 -0.42993
H 0.19887 2.14417 -0.18796
H -0.31125 1.27022 -1.68399
H -1.15299 0.07170 1.93985
H 0.42020 -0.45694 2.20831



15
Properties=species:S:1:pos:R:3 method="wB97M-V/def2-TZVPD" relative_energy_ev=5.294 total_energy_ha=-378.946461 lumo_ev=0.9 orbital_gap_ev=11.2
H -3.03429 0.62516 0.80590
N -2.14843 0.24853 0.81440
N -1.39551 0.40458 -0.13092
O -1.56592 1.03251 -1.15618
C -0.07572 -0.33160 0.03537
C -0.38467 -1.58544 -0.68419
O 0.94596 0.39939 -0.57351
C 1.28225 1.56102 0.24516
H 0.25689 -0.62435 1.11797
H -0.82599 -1.49114 -1.59082
H -0.90873 -2.29188 -0.14758
H 0.58152 -2.24534 -0.90198
H 2.14661 2.18028 -0.03834
H 1.58746 1.31972 1.21623
H 0.31184 2.27148 0.22878



15
Properties=species:S:1:pos:R:3 method="wB97M-V/def2-TZVPD" relative_energy_ev=1.821 total_energy_ha=-379.074077 smiles="NCCNC(=O)O" lumo_ev=0.7 orbital_gap_ev=10.6
N 1.95253 0.60879 1.28667
C 1.05254 0.58895 0.13099
C 0.28616 -0.73795 0.10005
N -0.79920 -0.95143 -0.83580
C -1.96970 -0.29108 -0.89405
O -3.02493 -0.79411 -1.20554
O -1.91330 1.00072 -0.31298
H 2.92508 0.15361 1.07113
H 2.43590 1.52116 1.37206
H 0.26348 1.43417 0.47305
H 1.48906 0.82196 -0.91729
H 0.06213 -1.13862 1.12019
H 0.85599 -1.59156 -0.08849
H -0.82624 -2.01382 -0.86624
H -2.78948 1.38920 -0.43374



15
Properties=species:S:1:pos:R:3 method="wB97M-V/def2-TZVPD" relative_energy_ev=0.513 total_energy_ha=-379.122137 smiles="O=C1NCCO1.N" lumo_ev=0.8 orbital_gap_ev=10.6
O 0.09232 2.07401 -0.62342
C -0.40603 0.98820 -0.46356
N -0.00426 -0.22136 -1.00339
C -0.98547 -1.23604 -0.65708
C -1.68427 -0.59774 0.54305
O -1.50456 0.80232 0.32274
H 0.98911 -0.38805 -0.84800
H -0.53270 -2.20417 -0.43538
H -1.68552 -1.36167 -1.49113
H -1.20584 -0.87932 1.49048
H -2.75447 -0.79667 0.60301
N 2.32746 0.73509 0.49041
H 2.07922 1.62719 0.06729
H 3.33559 0.69484 0.57580
H 1.93941 0.76336 1.42918



15
Properties=species:S:1:pos:R:3 method="wB97M-V/def2-TZVPD" relative_energy_ev=3.875 total_energy_ha=-378.819845 lumo_ev="0.9 / 0.1" orbital_gap_ev="7.5 / 10.0" spin_multiplicity=3
C -1.39087 2.08307 0.05564
C 2.17690 -2.64683 0.54144
C 1.23856 -0.54695 0.99714
N -1.90805 0.81250 -0.38953
N -1.51327 0.41551 -1.51171
O -0.71511 0.81805 -2.33497
O 2.25169 -1.30839 0.54751
H -0.50796 2.56954 -0.40471
H -1.27235 2.04467 1.15714
H -2.18907 2.85510 -0.14293
H 2.99010 -3.18777 0.07720
H -2.16018 -0.40232 -1.90802
H 1.28883 -3.02737 0.89512
H 0.39640 -1.05982 1.54185
H 1.31439 0.58100 0.87883



17
Properties=species:S:1:pos:R:3 method="wB97M-V/def2-TZVPD" relative_energy_ev=5.945 total_energy_ha=-529.425288 smiles="C[C@@H](C(=O)O)N(O)ON" lumo_ev=0.8 orbital_gap_ev=10.0
C -0.15913 -0.36448 1.99785
C -0.20783 0.40835 0.68632
C 1.21127 0.38622 -0.00271
O 1.79851 -0.62371 -0.31738
O 1.85969 1.53442 0.28365
N -1.03748 -0.26693 -0.27485
O -2.31702 0.24785 -0.16663
O -0.34285 0.37395 -1.60116
N 0.09301 -0.45936 -2.61221
H 0.56431 0.11035 2.65692
H 0.15413 -1.39011 1.81788
H -1.15171 -0.36310 2.44381
H -0.50466 1.45225 0.83066
H 2.81210 1.39929 0.15836
H -2.88449 -0.36169 -0.66034
H -0.69432 -0.98652 -2.98144
H 0.80649 -1.09677 -2.25873